--- w ---
Here is C3H9NO3 in the gas phase from the Open Molecules 2025 dataset. Energies are from ωB97M-V/def2-TZVPD.

Geometry as XYZ:
```
16
C3H9NO3 | the Open Molecules 2025 dataset | ωB97M-V/def2-TZVPD
C -0.7992 -0.7782 0.1838
C 0.6742 -1.4821 -0.1716
C 0.0525 2.0486 0.1689
N -0.0720 1.1904 -0.9961
O -1.1217 0.1918 -0.7820
O -1.8028 -1.7587 0.2229
O 1.7290 -0.9487 0.6348
H -2.6535 -1.2928 0.1673
H 2.0651 -0.1558 0.1914
H 0.7740 0.5307 -1.1390
H -0.6809 -0.3451 1.1798
H 0.5613 -2.5215 0.1530
H 0.9801 -1.5726 -1.2193
H 0.6894 2.8969 -0.0986
H 0.5201 1.5458 1.0220
H -0.9156 2.4511 0.4827
```

The SMILES is CNO[C@@H](O)CO. The net charge is 0. The calculation puts the LUMO energy at 0.74 eV. For the HOMO-LUMO gap, the calculation gives 10.4 eV. The calculation puts the HOMO energy at -9.6702 eV.

Löwdin atomic charge list, values in e, 5 entries: -0.381 -0.152 -0.119 -0.064 -0.123

***

--- x ---
Here is a 2-piece molecular cluster, C3H9NO3 overall from the Open Molecules 2025 dataset. Energies are from ωB97M-V/def2-TZVPD.

Geometry as XYZ:
```
16
C3H9NO3 | the Open Molecules 2025 dataset | ωB97M-V/def2-TZVPD
C 1.7889 0.8974 -0.4906
C 0.8073 -1.4098 -0.0057
C 0.8771 0.0623 0.3563
N -2.2038 0.6983 0.3534
O -0.4740 -1.9357 0.1493
O 0.2444 0.5336 1.2858
O -1.7391 0.1651 -0.8142
H 1.4055 0.9010 -1.5094
H 2.7900 0.4685 -0.5054
H 1.8290 1.9164 -0.1140
H 1.1825 -1.5543 -1.0302
H 1.4746 -1.9442 0.6802
H -2.5454 1.6590 0.1952
H -2.9676 0.1208 0.7416
H -1.0729 -1.2960 -0.3321
H -1.3965 0.7176 1.0400
```

The SMILES is [NH3+][O-].CC(=O)CO. The net charge is 0. The calculation puts the LUMO energy at 0.68 eV. For the HOMO-LUMO gap, the calculation gives 10.0 eV. The calculation puts the HOMO energy at -9.3030 eV.

Löwdin atomic charge list, values in e, 5 entries: -0.008 -0.225 -0.408 -0.019 -0.080

***

--- y ---
Here is a 2-piece molecular cluster, C3H9NO3 overall from the Open Molecules 2025 dataset. Energies are from ωB97M-V/def2-TZVPD.

Geometry as XYZ:
```
16
C3H9NO3 | the Open Molecules 2025 dataset | ωB97M-V/def2-TZVPD
H 0.2689 0.9148 0.0974
O 0.0388 2.2669 0.4529
N 0.1284 -0.0287 -0.5583
H 0.0284 3.1640 0.1033
H -0.7838 0.0989 -0.9909
C -0.2830 -1.1508 0.4139
H 0.5202 -1.7831 0.7567
C -0.9691 -0.3716 1.5898
O -0.9427 -0.8360 2.7225
O -1.6666 0.5956 1.1541
H -0.8299 1.9321 0.8085
H -1.0614 -1.7100 -0.1021
C 1.1314 -0.6219 -1.4369
H 0.7470 -1.4850 -1.9735
H 1.6283 -0.0007 -2.1547
H 2.0451 -0.9843 -0.8828
```

The SMILES is C[NH2+]CC(=O)[O-].O. The net charge is 0. The calculation puts the LUMO energy at 0.26 eV. For the HOMO-LUMO gap, the calculation gives 9.1 eV. The calculation puts the HOMO energy at -8.8736 eV.

Löwdin atomic charge list, values in e, 5 entries: 0.120 -0.045 -0.040 0.086 0.154

***

Energy ordering: y at the bottom, the next structure 1.233 eV above.

***

--- w ---
Here is C3H9NO3 as an isolated structure from the Open Molecules 2025 dataset. Energies are from ωB97M-V/def2-TZVPD.

Geometry as XYZ:
```
16
C3H9NO3 | the Open Molecules 2025 dataset | ωB97M-V/def2-TZVPD
C -0.1516 -0.9060 0.4515
C -0.1951 0.4940 0.5786
C 2.3369 0.3847 -0.5192
N -2.3444 0.2653 -1.0239
O -2.0514 0.0262 0.3456
O 1.6449 0.0596 0.6589
O -0.2125 -1.7648 1.4380
H -0.2160 -1.3097 2.2924
H -0.1066 -1.3641 -0.5251
H -2.9018 1.1180 -1.0530
H -2.9589 -0.4919 -1.3169
H -0.2831 0.9601 1.5472
H -0.1753 1.1045 -0.3096
H 3.2039 -0.2753 -0.6417
H 2.6967 1.4232 -0.4984
H 1.7141 0.2760 -1.4242
```

The net charge is 0. The calculation puts the LUMO energy at 0.77 eV. For the HOMO-LUMO gap, the calculation gives 8.7 eV. The calculation puts the HOMO energy at -7.9813 eV.

Löwdin atomic charge list, values in e, 5 entries: -0.188 -0.027 -0.203 -0.063 -0.303

***

--- x ---
Here is a 2-piece molecular cluster, C3H9NO3 overall from the Open Molecules 2025 dataset. Energies are from ωB97M-V/def2-TZVPD.

Geometry as XYZ:
```
16
C3H9NO3 | the Open Molecules 2025 dataset | ωB97M-V/def2-TZVPD
C 1.1517 -1.8982 -0.2344
C -2.0500 0.8665 -0.1354
C 1.6077 -0.6403 0.3657
N 1.2956 1.6805 0.2323
O -3.1019 -0.0992 0.2074
O 2.2144 -0.4531 1.3844
O 1.1202 0.4554 -0.3323
H 0.5762 -2.4464 0.4970
H 2.0828 -2.5380 -0.4507
H 0.5143 -1.6097 -1.0063
H -1.4416 0.5919 -1.0836
H -1.2908 0.8176 0.7243
H -2.4982 1.8483 -0.2571
H 1.7575 2.2320 -0.4847
H -3.6420 -0.2139 -0.5266
H 1.7043 1.4065 1.0999
```

The SMILES is CC(=O)ON.CO. The net charge is 0. The calculation puts the LUMO energy at 0.80 eV. For the HOMO-LUMO gap, the calculation gives 10.2 eV. The calculation puts the HOMO energy at -9.4492 eV.

Löwdin atomic charge list, values in e, 5 entries: 0.028 -0.139 -0.516 0.059 -0.126

***

Energy ordering: x at the bottom, the next structure 3.449 eV above.